The following is a quantum chemistry calculation of a structure of composition C22H18Br4N2O2S2W, from the OMol25 dataset.

CARTESIAN COORDINATES (ANGSTROEM)
W  -0.31815  0.45702  -0.65981
C  2.75815  0.18700  -1.78529
N  1.62227  -0.70089  -1.37749
C  2.09328  -1.59651  -0.29532
C  2.13718  -0.82604  0.99581
N  0.78242  -0.30599  1.31203
C  -0.01850  -1.41165  1.90148
C  0.96560  0.81861  2.23866
C  1.16607  0.63600  3.59747
C  1.43342  1.72085  4.42030
C  1.51810  2.99518  3.88425
C  1.33685  3.17921  2.52309
C  1.06168  2.09648  1.69651
S  0.76315  2.36268  -0.02640
C  1.21625  -1.44026  -2.58180
C  1.65384  -2.72209  -2.87153
C  1.27031  -3.32642  -4.06251
C  0.46783  -2.63734  -4.95770
C  0.03831  -1.35091  -4.66809
C  0.40616  -0.73782  -3.47623
S  -0.06344  0.90185  -3.04975
H  3.58265  -0.44285  -2.12896
H  3.07951  0.80409  -0.95265
H  2.42579  0.84069  -2.58471
H  3.08646  -1.99466  -0.52164
H  1.40476  -2.43732  -0.22642
H  2.81448  0.02035  0.90649
H  2.50471  -1.45400  1.81272
H  0.23955  -1.57727  2.94680
H  0.18361  -2.33223  1.36021
H  -1.07491  -1.18516  1.83718
H  1.12019  -0.34669  4.04671
H  1.57210  1.56171  5.48116
H  1.71693  3.84457  4.52411
H  1.38740  4.16848  2.08644
H  2.28994  -3.26669  -2.18699
H  1.60196  -4.33198  -4.28240
H  0.16725  -3.10809  -5.88459
H  -0.59788  -0.81273  -5.35801
Br  -6.26026  1.80068  2.89157
C  -5.02001  1.42497  1.52026
C  -5.43852  1.32342  0.18748
Br  -7.25442  1.57535  -0.26103
C  -4.51735  1.03145  -0.82598
Br  -5.00236  0.83718  -2.62956
C  -3.18877  0.86888  -0.48910
O  -2.19159  0.53243  -1.30629
C  -2.76493  1.00104  0.83952
O  -1.47751  0.77807  0.98036
C  -3.67514  1.24776  1.85084
Br  -3.00446  1.32959  3.60879

Properties
Frontier orbital gap (alpha / beta) = 6.82 / 6.91 eV
Relative energy (zero: lowest compared OMol25 entry of this formula, charge and spin) = 1.158 eV
Highest occupied orbital energy (alpha / beta) = -0.2745 / -0.2737 hartree